# 1
{"formula": "C3H2N2O2S", "method": "ωB97M-V/def2-TZVPD", "lumo_ha": -0.055, "e_above_lowest_ev": 3.761, "homo_lumo_gap_ev": 7.49, "smiles": "Oc1coc(=S)nn1", "species": ["C", "C", "C", "H", "H", "N", "N", "O", "O", "S"], "xyz": [[0.008, 0.381, -0.895], [-1.090, -0.087, -0.283], [0.244, -0.639, 1.603], [0.915, 1.167, -2.350], [-2.077, -0.089, -0.636], [1.363, -0.134, 0.901], [1.238, 0.335, -0.267], [0.002, 0.909, -2.133], [-0.966, -0.590, 0.965], [0.365, -1.254, 3.095]]}

---

# 2
{"formula": "CH4N3O2", "method": "ωB97M-V/def2-TZVPD", "lumo_ha": [0.169, 0.170], "total_charge": -1, "e_above_lowest_ev": 5.382, "homo_lumo_gap_ev": [5.97, 6.75], "species": ["C", "N", "N", "N", "O", "O", "H", "H", "H", "H"], "xyz": [[-1.712, -0.292, 0.273], [0.427, 1.304, 0.340], [1.160, -0.896, -0.059], [0.417, -0.138, 0.651], [1.846, -0.641, -1.191], [-2.297, 0.619, -0.317], [-1.834, -1.327, -0.159], [-0.519, 1.565, 0.369], [1.010, 1.542, -0.410], [1.503, -1.737, 0.501]]}

---

# 3
{"formula": "C3H11NO3", "method": "ωB97M-V/def2-TZVPD", "lumo_ha": 0.014, "e_above_lowest_ev": 2.864, "homo_lumo_gap_ev": 10.43, "smiles": "NC(CO)CO.O", "species": ["C", "O", "C", "C", "O", "N", "H", "H", "H", "H", "H", "H", "H", "H", "H", "H", "H", "O"], "xyz": [[0.362, -0.748, -0.390], [1.563, -0.843, 0.431], [-0.645, 0.211, 0.238], [-1.865, 0.178, -0.651], [-2.952, 0.848, 0.163], [-0.976, -0.421, 1.580], [0.662, -0.324, -1.340], [-0.170, -1.664, -0.651], [2.290, -0.668, -0.166], [-0.311, 1.230, 0.338], [-2.357, -0.789, -0.848], [-1.747, 0.941, -1.559], [-2.550, 0.770, 1.031], [-1.830, -0.925, 1.341], [-0.380, -1.254, 1.760], [4.369, 1.429, -0.631], [2.883, 0.905, -0.581], [3.655, 1.123, -0.064]]}

---

# 4
{"formula": "C9H10N2", "method": "ωB97M-V/def2-TZVPD", "lumo_ha": 0.014, "e_above_lowest_ev": 4.694, "homo_lumo_gap_ev": 9.00, "smiles": "NC1=NCCc2ccccc21", "species": ["C", "C", "C", "C", "C", "C", "C", "C", "C", "H", "H", "H", "H", "H", "H", "H", "H", "H", "H", "N", "N"], "xyz": [[1.579, 0.681, -0.085], [1.523, -1.558, 0.664], [0.529, -1.949, -0.521], [-0.499, -0.741, -0.372], [-1.904, -1.071, -0.068], [-2.950, -0.062, 0.180], [-2.318, 1.288, 0.186], [-0.989, 1.516, 0.099], [-0.009, 0.417, -0.309], [3.184, 2.124, -0.384], [1.794, 2.749, -0.600], [2.310, -2.377, 0.907], [0.812, -1.581, 1.602], [-0.156, -2.836, 0.039], [0.735, -2.441, -1.418], [-2.214, -2.230, -0.384], [-3.997, -0.264, 0.090], [-3.003, 2.168, 0.305], [-0.743, 2.366, 0.541], [2.184, 2.005, -0.109], [2.318, -0.406, 0.203]]}

---

# 5
{"formula": "C5H7N", "method": "ωB97M-V/def2-TZVPD", "lumo_ha": 0.040, "e_above_lowest_ev": 1.250, "homo_lumo_gap_ev": 9.09, "smiles": "C=C1C=CCN1", "species": ["C", "C", "C", "C", "C", "N", "H", "H", "H", "H", "H", "H", "H"], "xyz": [[2.058, -0.039, 0.347], [0.722, 0.030, 0.382], [-0.196, 1.198, 0.420], [-1.396, 0.810, -0.019], [-1.268, -0.611, -0.525], [-0.141, -1.079, 0.277], [2.536, -1.010, 0.231], [-0.984, -0.542, -1.591], [2.704, 0.829, 0.385], [0.102, 2.202, 0.703], [-2.298, 1.408, -0.108], [-2.142, -1.266, -0.469], [0.304, -1.932, -0.034]]}

---

# 6
{"formula": "C21H33Cl2N4O3W", "method": "ωB97M-V/def2-TZVPD", "lumo_ha": [-0.452, -0.441], "total_charge": 3, "e_above_lowest_ev": 0.000, "homo_lumo_gap_ev": [4.26, 4.57], "species": ["O", "C", "C", "C", "H", "C", "H", "C", "H", "C", "H", "C", "H", "H", "C", "C", "H", "H", "H", "C", "C", "H", "H", "H", "H", "W", "Cl", "Cl", "C", "O", "N", "C", "C", "H", "H", "H", "H", "H", "H", "H", "H", "H", "C", "C", "N", "H", "C", "O", "H", "H", "H", "H", "C", "N", "C", "C", "N", "C", "H", "H", "H", "H", "H", "H"], "xyz": [[0.874, 0.899, -0.583], [0.881, 1.422, -1.881], [0.909, 2.933, -1.868], [0.578, 3.648, -0.723], [0.340, 3.095, 0.173], [0.569, 5.036, -0.726], [0.296, 5.576, 0.172], [0.908, 5.733, -1.878], [0.901, 6.816, -1.885], [1.262, 5.029, -3.022], [1.536, 5.562, -3.923], [1.259, 3.641, -3.014], [1.530, 3.095, -3.909], [1.778, 1.089, -2.415], [-0.110, -0.593, -2.999], [-0.317, 0.837, -2.617], [-0.695, -0.900, -3.862], [-0.351, -1.247, -2.162], [0.942, -0.771, -3.231], [-1.425, 1.548, -2.838], [-2.683, 1.098, -3.499], [-1.426, 2.587, -2.526], [-2.922, 1.660, -4.397], [-3.534, 1.188, -2.819], [-2.628, 0.041, -3.774], [-0.459, -0.067, 0.316], [-1.463, 1.749, 1.358], [-2.036, -0.130, -1.381], [-2.880, -1.227, 1.478], [-1.643, -1.340, 1.491], [-3.693, -1.954, 2.249], [-3.258, -3.204, 2.838], [-5.038, -1.509, 2.540], [-3.376, -0.512, 0.824], [-2.209, -3.351, 2.610], [-3.837, -4.035, 2.435], [-3.393, -3.178, 3.919], [-5.175, -0.494, 2.179], [-5.224, -1.525, 3.614], [-5.770, -2.155, 2.053], [1.369, -5.074, -0.624], [3.924, -4.172, -0.255], [1.393, -4.265, -1.355], [3.634, -3.328, -0.881], [2.196, -3.165, -0.865], [0.380, -3.924, -1.541], [1.630, -2.016, -0.496], [0.402, -1.862, -0.380], [4.095, -2.423, -0.503], [2.319, -1.192, -0.317], [1.800, -4.643, -2.291], [3.983, -3.514, -1.898], [2.731, 1.325, 4.703], [2.078, 0.511, 3.686], [2.073, -0.834, 3.631], [1.306, -1.214, 2.552], [0.849, -0.102, 1.943], [1.335, 0.939, 2.646], [2.324, 1.065, 5.704], [3.823, 1.132, 4.694], [2.546, 2.404, 4.516], [2.573, -1.491, 4.333], [1.082, -2.227, 2.249], [1.131, 1.978, 2.429]]}

---

# 7
{"formula": "C15H23NO5", "method": "ωB97M-V/def2-TZVPD", "lumo_ha": 0.013, "e_above_lowest_ev": 0.006, "homo_lumo_gap_ev": 9.99, "smiles": "O=C(O)CC1(CC(=O)N2CCC(C(=O)O)CC2)CCCC1", "species": ["O", "C", "O", "H", "C", "H", "H", "C", "C", "H", "H", "C", "H", "H", "C", "H", "H", "C", "H", "H", "C", "C", "O", "N", "C", "H", "C", "H", "H", "C", "C", "O", "O", "H", "H", "C", "C", "H", "H", "H", "H", "H", "H", "H"], "xyz": [[4.900, 1.081, -0.145], [3.751, 1.292, 0.145], [3.165, 2.450, -0.126], [2.196, 2.440, 0.104], [2.878, 0.248, 0.832], [2.174, 0.745, 1.502], [3.536, -0.390, 1.421], [2.114, -0.633, -0.176], [3.105, -1.484, -0.986], [3.983, -0.912, -1.277], [2.617, -1.847, -1.892], [3.469, -2.663, -0.074], [3.570, -3.581, -0.651], [4.423, -2.480, 0.418], [2.336, -2.773, 0.965], [2.717, -2.585, 1.969], [1.886, -3.765, 0.969], [1.310, -1.704, 0.576], [0.787, -1.298, 1.441], [0.575, -2.140, -0.103], [1.221, 0.214, -1.108], [0.200, 1.035, -0.350], [0.569, 2.023, 0.289], [-1.102, 0.702, -0.377], [-1.739, -0.420, -1.026], [-1.020, -1.015, -1.586], [-2.435, -1.307, 0.010], [-2.928, -2.139, -0.493], [-1.690, -1.710, 0.698], [-3.459, -0.496, 0.814], [-4.654, -0.129, -0.047], [-5.068, 0.979, -0.248], [-5.239, -1.218, -0.563], [-6.016, -0.968, -1.088], [-3.853, -1.129, 1.617], [-2.788, 0.744, 1.407], [-2.062, 1.539, 0.325], [-1.519, 2.375, 0.767], [-2.788, 1.926, -0.395], [-3.537, 1.386, 1.870], [-2.075, 0.432, 2.171], [-2.484, -0.030, -1.732], [1.857, 0.919, -1.648], [0.762, -0.438, -1.848]]}

---

# 8
{"formula": "C6H17N3", "method": "ωB97M-V/def2-TZVPD", "lumo_ha": [-0.363, -0.336], "total_charge": 2, "e_above_lowest_ev": 2.728, "homo_lumo_gap_ev": [6.72, 8.40], "species": ["C", "C", "C", "C", "C", "C", "N", "N", "N", "H", "H", "H", "H", "H", "H", "H", "H", "H", "H", "H", "H", "H", "H", "H", "H", "H"], "xyz": [[0.021, -1.075, -1.148], [-0.424, 1.370, 2.824], [0.367, 2.077, -0.677], [-1.375, -2.988, -1.714], [-0.760, 0.825, 1.281], [0.397, 1.143, 0.453], [0.779, -1.072, -2.210], [-0.986, -1.860, -0.922], [1.743, 0.798, 0.962], [0.242, 0.602, 3.400], [0.099, 2.381, 2.743], [-1.372, 1.439, 3.424], [0.916, 3.011, -0.511], [-0.580, 2.418, -0.978], [1.084, 1.640, -1.403], [-0.976, -2.936, -2.735], [-2.451, -3.015, -1.940], [-1.109, -4.028, -1.306], [-0.726, -0.191, 1.495], [-1.692, 1.193, 0.913], [1.395, -0.304, -2.404], [0.892, -1.855, -2.914], [-1.470, -1.683, -0.115], [1.859, -0.199, 0.748], [1.731, 0.810, 1.980], [2.396, 1.500, 0.754]]}

---

Please write out number 5 again, unchanged.
{"formula": "C5H7N", "method": "ωB97M-V/def2-TZVPD", "lumo_ha": 0.040, "e_above_lowest_ev": 1.250, "homo_lumo_gap_ev": 9.09, "smiles": "C=C1C=CCN1", "species": ["C", "C", "C", "C", "C", "N", "H", "H", "H", "H", "H", "H", "H"], "xyz": [[2.058, -0.039, 0.347], [0.722, 0.030, 0.382], [-0.196, 1.198, 0.420], [-1.396, 0.810, -0.019], [-1.268, -0.611, -0.525], [-0.141, -1.079, 0.277], [2.536, -1.010, 0.231], [-0.984, -0.542, -1.591], [2.704, 0.829, 0.385], [0.102, 2.202, 0.703], [-2.298, 1.408, -0.108], [-2.142, -1.266, -0.469], [0.304, -1.932, -0.034]]}